(1)
ORCA calculation (the ωB97M-V functional and the def2-TZVPD basis) on a single C11H14N4O2 molecule in a non-equilibrium geometry.

Last column: natural (NBO) charge in e.
Positions of all 31 atoms, in Å:
C: -3.6875 0.9726 -0.8910  -0.616
C: -2.8457 1.0803 0.4105  -0.216
N: -1.4978 0.5162 0.2260  -0.454
C: -0.5473 1.2695 -0.4565  0.693
O: -0.8612 2.3713 -0.8459  -0.636
C: 0.8297 0.7836 -0.6034  -0.310
C: 1.8202 1.4895 -1.2858  0.286
N: 1.5401 2.6427 -1.9602  -0.792
C: 3.1184 1.0199 -1.3244  -0.357
C: 3.3305 -0.2025 -0.7203  0.109
N: 2.3846 -0.8748 -0.1164  -0.525
C: 1.1199 -0.4380 -0.0478  0.452
N: 0.1862 -1.2326 0.5644  -0.426
C: 0.4538 -2.6536 0.9749  -0.208
C: 0.8198 -2.7551 2.4577  -0.619
C: -1.1312 -0.7227 0.6842  0.802
O: -1.9686 -1.4105 1.2465  -0.636
H: -4.6859 1.3839 -0.6988  0.215
H: -3.2461 1.5642 -1.7088  0.223
H: -3.7440 -0.0798 -1.1603  0.213
H: -2.7837 2.1262 0.7045  0.221
H: -3.3457 0.5388 1.2428  0.240
H: 2.3179 3.3005 -2.0685  0.385
H: 0.5965 3.0679 -1.7782  0.437
H: 3.9042 1.5671 -1.7913  0.219
H: 4.3040 -0.6876 -0.6988  0.195
H: -0.4297 -3.2709 0.7834  0.228
H: 1.2972 -3.0683 0.3691  0.232
H: 0.9804 -3.7854 2.8178  0.217
H: 0.0214 -2.2924 3.0229  0.218
H: 1.7496 -2.2200 2.6521  0.213

Summary:
Kohn-Sham gap (eV): 9.382
E_tot (Ha): -797.14736
Total charge: 0
SMILES: CCn1c(=O)c2c(N)ccnc2n(CC)c1=O

***

(2)
ORCA calculation (the ωB97M-V functional and the def2-TZVPD basis) on a molecular structure, C2H6O3Sn in a non-equilibrium geometry.

Last column: natural (NBO) charge in e.
Positions of all 12 atoms, in Å:
Sn: -3.6923 0.1472 -23.4231  0.585
O: -7.7404 1.8809 -27.1315  -0.501
C: -7.0191 2.1767 -26.1276  -0.018
C: -6.2272 0.9344 -25.4071  -0.062
O: -5.2111 0.3993 -26.0299  -0.599
H: -7.6416 2.5111 -25.2686  0.150
H: -6.3553 3.0306 -26.3495  0.151
H: -6.9359 0.1243 -25.1541  0.144
H: -5.8601 1.2088 -24.3664  0.131
O: -2.3230 0.6170 -20.8895  -0.965
H: -2.4624 1.5269 -20.6067  0.491
H: -1.5764 0.3056 -20.3675  0.492

Summary:
Kohn-Sham gap (eV): 4.188
E_tot (Ha): -519.53169
Total charge: 0

***

(3)
ORCA calculation (the ωB97M-V functional and the def2-TZVPD basis) on a molecular structure, C17H27Cl2NO4PPt in a non-equilibrium geometry.

Last column: natural (NBO) charge in e.
Positions of all 53 atoms, in Å:
Pt: -0.8753 -0.6802 -0.1563  0.668
O: -1.3266 -4.1903 -2.8052  -0.607
C: -0.5773 -3.3313 -2.1633  0.826
O: -1.0613 -2.5355 -1.3726  -0.669
C: 0.8810 -3.5477 -2.5224  0.091
C: 1.2432 -4.6807 -3.2978  -0.096
C: 2.5652 -4.9092 -3.6064  -0.136
C: 3.5079 -3.9791 -3.1474  -0.087
C: 3.0050 -2.9177 -2.4173  -0.071
N: 1.7416 -2.6668 -2.0773  -0.316
C: 4.0142 -1.9627 -1.9983  0.945
O: 4.8512 -1.2819 -1.6974  -0.198
O: 0.8450 0.3266 -0.8867  -0.722
H: -2.2677 -4.0930 -2.5736  0.538
H: 0.4782 -5.3624 -3.6405  0.285
H: 2.8709 -5.7715 -4.1830  0.289
H: 4.5680 -4.0868 -3.3483  0.284
Cl: -3.6599 -0.1252 2.6924  0.062
C: -4.3626 -1.0201 1.3808  -0.360
Cl: -3.2450 -1.2283 -0.0586  0.050
H: -5.2227 -0.4935 0.9832  0.264
H: -4.5969 -2.0273 1.7043  0.262
C: 0.1940 2.6340 3.2464  -0.622
C: -0.7138 1.4952 2.7517  -0.554
C: -0.5296 0.2125 3.5767  -0.619
P: -0.6020 1.2504 0.9481  1.301
C: 1.1199 1.2202 0.2836  -0.038
C: 1.7632 2.5433 -0.0581  -0.670
C: 1.9983 0.3648 1.1823  -0.648
C: -1.7347 2.4471 0.1493  -0.554
C: -1.5497 3.9035 0.5973  -0.621
C: -1.8048 2.3396 -1.3806  -0.623
H: -0.1820 2.9459 4.2214  0.269
H: 0.1924 3.5146 2.6091  0.226
H: 1.2207 2.2981 3.3923  0.221
H: -1.7560 1.8179 2.8407  0.263
H: 0.5201 -0.0730 3.6411  0.221
H: -1.0977 -0.6297 3.1845  0.223
H: -0.8729 0.3951 4.5950  0.260
H: 0.7221 0.8397 -1.7019  0.530
H: 1.8410 3.1730 0.8260  0.273
H: 1.2113 3.0827 -0.8290  0.235
H: 2.7786 2.3736 -0.4259  0.249
H: 2.1427 0.8539 2.1442  0.256
H: 2.9861 0.2352 0.7347  0.238
H: 1.5664 -0.6246 1.3612  0.230
H: -2.6924 2.0952 0.5570  0.255
H: -0.5618 4.2977 0.3633  0.219
H: -1.7419 4.0420 1.6592  0.232
H: -2.2763 4.5119 0.0577  0.260
H: -0.9848 2.8853 -1.8557  0.218
H: -2.7289 2.8031 -1.7239  0.266
H: -1.8035 1.3165 -1.7560  0.202

Summary:
Kohn-Sham gap (eV): 8.236
E_tot (Ha): -2399.71668
Total charge: +3

***

(4)
ORCA calculation (the ωB97M-V functional and the def2-TZVPD basis) on a molecular structure, C18H29N2O2P2SeYb in a non-equilibrium geometry.

Last column: natural (NBO) charge in e.
Positions of all 55 atoms, in Å:
C: -0.8213 3.7552 -1.8188  -0.269
C: -1.1251 2.4590 -1.3334  0.233
N: -0.1652 1.8873 -0.4887  -0.668
C: 0.8278 2.6352 0.0369  0.253
C: 1.1026 3.9214 -0.4224  -0.358
C: 0.2691 4.4641 -1.3831  -0.160
C: -2.3254 1.7565 -1.6841  -0.812
P: -2.9373 0.3392 -0.8382  0.821
Yb: -0.4090 -0.4531 0.1897  1.068
P: 2.6792 0.6896 0.9086  1.183
C: 1.6384 2.0828 1.2476  -0.801
C: 0.7347 -2.5622 0.4786  -0.382
C: -0.4861 -3.0074 0.9572  -0.288
C: -0.7373 -4.4028 1.0044  -0.178
C: 0.2444 -5.2948 0.5811  -0.245
C: 1.4762 -4.8223 0.1389  -0.208
C: 1.7249 -3.4315 0.0807  -0.260
O: 0.1169 0.9315 -6.0305  -0.934
O: -1.0647 -1.9076 -2.0254  -0.896
H: -1.4949 4.2116 -2.5192  0.210
H: 1.9721 4.4430 -0.0448  0.207
H: 0.4517 5.4465 -1.7722  0.213
C: -4.5249 0.8815 -0.0576  -0.918
C: -3.6254 -0.5822 -2.2909  -0.910
H: 2.3203 2.8804 1.6023  0.260
H: 0.9861 1.8311 2.1130  0.312
H: -0.7186 0.9850 -6.4940  0.465
H: -2.9256 2.2435 -2.4626  0.214
C: 3.0864 -0.2487 2.4079  -0.959
C: 4.1679 1.1011 0.0408  -0.994
H: -1.2527 -2.3162 1.3755  0.217
H: -1.7384 -4.7112 1.3101  0.212
H: 0.0174 -6.3524 0.5511  0.216
H: 2.2237 -5.5149 -0.2300  0.208
H: 2.6947 -3.0382 -0.2410  0.188
H: 1.7820 -0.7051 0.3949  0.121
H: -0.6788 -2.8185 -2.1498  0.507
H: -0.3251 -1.2954 -2.1702  0.469
H: -0.0100 1.6562 -5.3841  0.469
H: 2.1157 -0.4405 -0.2930  0.002
H: -5.2922 1.0612 -0.8267  0.220
H: -4.8416 0.0641 0.6077  0.227
H: -4.3550 1.7861 0.5432  0.243
H: -4.5785 -0.1382 -2.6131  0.214
H: -2.9125 -0.5814 -3.1289  0.243
H: -3.7978 -1.6340 -2.0212  0.225
H: 4.9338 1.5966 0.6868  0.269
H: 4.6327 0.1961 -0.4109  0.267
H: 3.9083 1.7889 -0.7915  0.276
H: 4.1113 -0.0377 2.7870  0.252
H: 2.3326 -0.0660 3.2028  0.295
H: 2.9983 -1.3062 2.0916  0.267
Se: -0.9028 0.4822 5.2985  -0.200
C: -0.7984 0.1535 3.5766  0.152
N: -0.7046 -0.0621 2.4068  -0.755

Summary:
Kohn-Sham gap (alpha / beta) (eV): 6.132 / 5.600
Multiplicity: 2
E_tot (Ha): -5205.87595
Total charge: 0

***

(5)
ORCA calculation (the ωB97M-V functional and the def2-TZVPD basis) on a molecular structure, C4H10BLiO6P2 in a non-equilibrium geometry.

Last column: natural (NBO) charge in e.
Positions of all 24 atoms, in Å:
C: 3.6010 -0.4001 -0.8490  -0.442
C: 2.4469 -0.2847 -1.6863  -0.415
B: 0.9955 -0.2390 -0.9474  0.665
O: 0.8827 0.8362 0.0628  -0.745
C: -0.4238 1.3935 -0.1414  -0.247
P: -1.1955 2.1429 1.3866  1.452
O: -2.6898 2.3539 1.1676  -1.091
C: -1.1695 0.1290 -0.7556  -0.282
P: -1.6666 -1.2137 0.4291  2.230
O: -2.0166 -2.5254 -0.2445  -1.095
O: -3.0362 -0.7182 1.2516  -0.941
O: -0.5044 -1.4952 1.6027  -1.043
O: -0.2267 -0.2325 -1.7427  -0.672
H: 4.1256 -1.3659 -0.6850  0.172
H: 4.0247 0.4578 -0.2925  0.197
H: 2.5954 -0.2303 -2.7879  0.218
H: 0.8642 -1.2883 -0.3103  -0.312
H: -0.2820 2.0771 -1.0089  0.234
H: -0.5295 3.3350 1.7876  -0.050
H: -1.0161 1.1756 2.4278  -0.080
H: -2.1063 0.3632 -1.3078  0.251
H: -3.6446 -0.4869 0.5394  0.506
H: 0.2194 -0.8507 1.5377  0.530
Li: 0.7525 -2.9333 0.5664  0.962

Summary:
Kohn-Sham gap (eV): 5.693
E_tot (Ha): -1324.94103
Total charge: 0

***

(6)
ORCA calculation (the ωB97M-V functional and the def2-TZVPD basis) on a molecular structure, C28H73N8O13Sr2 in a non-equilibrium geometry.

Last column: Löwdin charge in e.
Positions of all 124 atoms, in Å:
Sr: -3.2164 -2.2561 0.4834  1.660
Sr: 0.2226 -4.6988 -1.0476  1.632
C: 1.0798 -0.0660 -0.4614  0.012
C: 0.1814 -1.2438 -0.7002  -0.692
O: -0.9172 -1.2515 -0.0603  -0.201
O: 0.5404 -2.1774 -1.4651  -0.166
H: 1.7273 0.3691 -1.2156  0.072
H: 1.7660 -0.2307 0.3754  0.081
H: 0.4365 0.7207 -0.0617  0.062
C: -0.7979 4.1760 0.9965  -0.696
O: -1.4574 4.4325 2.0114  0.006
N: 0.1023 3.1620 0.9916  0.153
N: -0.9762 4.8123 -0.1754  0.174
H: 0.5754 2.8753 0.1320  0.031
H: 0.1909 2.5496 1.7799  0.098
H: -0.4230 4.5301 -0.9568  0.072
H: -1.7232 5.4860 -0.1635  0.123
C: 3.6427 -0.7337 -3.1638  -0.687
O: 4.2242 -1.7088 -2.6779  0.016
N: 2.3804 -0.8410 -3.6170  0.168
N: 4.2051 0.4818 -3.3556  0.182
H: 1.9406 -1.6869 -3.3002  0.058
H: 1.8227 -0.1823 -4.1275  0.110
H: 5.1456 0.6455 -3.0365  0.122
H: 3.5865 1.2611 -3.4681  0.091
C: 4.8475 6.4503 8.0418  -0.108
O: 5.3876 6.1664 6.7664  -0.163
C: 4.4007 6.1315 5.7694  -0.250
C: 4.8010 5.3444 4.5409  -0.198
N: 3.6487 4.7053 3.8354  -0.073
C: 4.0839 4.0821 2.5886  -0.215
C: 4.7758 2.7286 2.9022  -0.205
O: 5.2206 2.0790 1.7311  -0.165
C: 4.1849 1.5458 0.9614  -0.140
H: 4.2550 5.6416 8.4689  0.090
H: 4.3820 7.4377 8.1142  0.092
H: 5.7436 6.6147 8.6464  0.092
H: 4.0229 7.0938 5.4007  0.128
H: 3.4842 5.6358 6.1161  0.120
H: 5.4475 4.5095 4.8247  0.107
H: 5.3961 5.8700 3.7852  0.120
H: 2.9778 5.4617 3.7595  0.106
H: 4.7249 4.6871 1.9390  0.122
H: 3.1455 3.9127 2.0543  0.092
H: 4.0842 2.0803 3.4565  0.119
H: 5.5697 2.8302 3.6397  0.117
H: 3.5135 2.3186 0.5780  0.067
H: 3.5954 0.8185 1.5409  0.072
H: 4.5881 0.9293 0.1567  0.085
C: -2.4533 -1.3611 -5.9712  -0.078
O: -1.7237 -0.3486 -5.2633  -0.189
C: -1.9392 -0.4071 -3.8535  -0.226
C: -1.6702 0.9443 -3.1990  -0.192
N: -2.9548 1.4966 -2.7287  -0.045
C: -2.6812 2.5722 -1.7431  -0.202
C: -3.9432 3.2296 -1.1953  -0.261
O: -4.6602 3.8191 -2.2256  -0.160
C: -5.8976 4.3295 -1.7872  -0.099
H: -2.3174 -1.0956 -7.0161  0.101
H: -3.5144 -1.3584 -5.7177  0.090
H: -2.0132 -2.3387 -5.7571  0.068
H: -1.1587 -1.0590 -3.4254  0.090
H: -2.8972 -0.8831 -3.6403  0.108
H: -1.2141 1.6594 -3.8938  0.131
H: -0.9097 0.8102 -2.4264  0.092
H: -3.3840 1.9835 -3.5100  0.120
H: -2.1671 3.3715 -2.2909  0.117
H: -2.0137 2.1635 -0.9840  0.101
H: -3.6857 3.9588 -0.4119  0.117
H: -4.5844 2.5579 -0.5957  0.108
H: -6.5306 4.7261 -2.5751  0.097
H: -5.8810 5.0344 -0.9501  0.096
H: -6.4968 3.5189 -1.3441  0.083
C: -2.6721 0.4502 2.5543  -0.032
O: -3.6194 -0.5678 2.1775  -0.409
C: -5.0037 -0.1748 2.3069  -0.152
C: -5.8769 -1.4554 2.1888  -0.156
N: -5.8102 -2.0661 0.8456  -0.180
C: -6.5559 -3.3031 0.8133  -0.190
C: -5.9372 -4.5142 1.4914  -0.222
O: -4.6598 -4.7064 0.9311  -0.279
C: -4.0755 -5.9127 1.4792  -0.048
H: -1.7041 0.0262 2.2866  0.083
H: -2.6895 0.6485 3.6253  0.116
H: -2.8651 1.3547 1.9758  0.106
H: -5.2260 0.4935 1.4677  0.130
H: -5.1837 0.3945 3.2177  0.149
H: -6.9095 -1.1216 2.3203  0.144
H: -5.5742 -2.1451 2.9746  0.131
H: -5.9042 -1.3957 0.0942  0.128
H: -6.6629 -3.6184 -0.2287  0.139
H: -7.5758 -3.1467 1.1788  0.145
H: -6.5858 -5.3714 1.2913  0.148
H: -5.9507 -4.3999 2.5820  0.137
H: -4.7976 -6.7299 1.4578  0.110
H: -3.9660 -5.7335 2.5535  0.104
H: -3.1226 -6.1525 1.0172  0.081
C: 2.6141 -3.1362 1.5882  -0.053
O: 2.3592 -4.2519 0.7130  -0.293
C: 3.5861 -4.9953 0.4600  -0.174
C: 3.3087 -6.1915 -0.4337  -0.182
N: 2.5050 -5.8795 -1.6413  -0.177
C: 3.2204 -4.9333 -2.5531  -0.155
C: 2.4998 -4.7077 -3.8851  -0.155
O: 1.1355 -4.3757 -3.5270  -0.355
C: 0.3289 -3.9218 -4.6292  -0.052
H: 3.0326 -2.2711 1.0715  0.095
H: 3.3393 -3.4765 2.3263  0.103
H: 1.6906 -2.8308 2.0768  0.092
H: 4.0895 -5.3455 1.3598  0.143
H: 4.2486 -4.3251 -0.0915  0.134
H: 2.6679 -6.8528 0.1669  0.123
H: 4.1281 -6.8688 -0.6827  0.145
H: 2.3117 -6.8343 -1.9312  0.126
H: 4.1958 -5.3713 -2.7756  0.147
H: 3.3238 -3.9598 -2.0736  0.101
H: 2.4881 -5.6368 -4.4618  0.136
H: 2.9978 -3.9691 -4.5132  0.143
H: 0.4397 -2.8331 -4.5926  0.081
H: -0.7103 -4.1109 -4.3571  0.085
H: 0.6660 -4.3023 -5.5898  0.115
O: 1.3621 3.0257 -1.5320  -0.061
H: 1.9332 3.8045 -1.4381  0.085
H: 1.3176 2.8748 -2.4843  0.062

Summary:
Kohn-Sham gap (eV): 3.213
E_tot (Ha): -2587.41104
Total charge: +3

***

(7)
ORCA calculation (the ωB97M-V functional and the def2-TZVPD basis) on 2 unconnected molecules or ions with the total composition F3H3S2Si2 in a non-equilibrium geometry.

Last column: natural (NBO) charge in e.
Positions of all 10 atoms, in Å:
F: 2.5969 -0.5014 -1.6708  -0.669
F: 2.4418 1.6020 -0.6190  -0.669
F: 2.0563 -0.4226 0.8061  -0.677
Si: -1.3539 -0.2711 -0.2272  0.688
Si: 1.6324 0.2161 -0.6036  1.901
S: -2.2013 1.7142 0.0080  -0.383
S: -1.5762 -1.2141 1.7888  -0.408
H: -1.7148 -0.9178 -1.5179  -0.135
H: -0.9986 2.1994 0.1885  0.167
H: -0.8827 -2.4046 1.8471  0.186

Summary:
Kohn-Sham gap (eV): 8.449
E_tot (Ha): -1676.93706
Total charge: 0

***

(8)
ORCA calculation (the ωB97M-V functional and the def2-TZVPD basis) on a molecular structure, C20H28F5NP2RuS2Si in a non-equilibrium geometry.

Last column: natural (NBO) charge in e.
Positions of all 60 atoms, in Å:
Ru: -0.6834 0.6087 0.5860  0.018
C: -1.5668 -5.8675 2.3487  -1.118
Si: -1.6618 -4.1999 3.1586  1.621
C: -0.0245 -3.6930 3.8823  -1.131
C: -3.0141 -4.1078 4.4283  -1.117
C: -2.2076 -2.9847 1.7649  -0.438
C: -3.4329 -3.2325 1.1199  -0.072
C: -3.9305 -2.4099 0.1213  -0.244
C: -3.2048 -1.2888 -0.2379  0.082
N: -2.0390 -1.0292 0.3476  -0.536
C: -1.5672 -1.8538 1.3003  0.084
S: 0.0101 -1.1581 1.7860  0.168
H: -1.3094 -6.6220 3.0928  0.264
H: -0.8017 -5.8904 1.5721  0.250
H: -2.5157 -6.1659 1.9025  0.247
H: 0.2173 -4.3924 4.6855  0.270
H: -0.0463 -2.6976 4.3273  0.243
H: 0.7922 -3.7437 3.1614  0.246
H: -2.8001 -4.7977 5.2454  0.264
H: -3.9857 -4.3846 4.0179  0.247
H: -3.0949 -3.1060 4.8512  0.247
H: -4.0104 -4.1022 1.4087  0.239
H: -4.8686 -2.6249 -0.3683  0.255
H: -3.5556 -0.5901 -0.9862  0.212
C: 2.6657 0.9814 1.2028  -0.964
P: 1.2267 1.9489 0.6828  1.206
C: 1.2854 3.4126 1.7446  -0.961
C: 1.6457 2.4888 -1.0190  -0.739
C: 0.4090 2.7801 -1.8633  -0.727
P: -0.8214 1.4487 -1.6426  1.166
C: -2.3949 2.0102 -2.3383  -0.956
C: -0.2471 0.0927 -2.7020  -0.964
H: 2.5668 0.7133 2.2551  0.267
H: 3.5775 1.5670 1.0745  0.266
H: 2.7387 0.0677 0.6133  0.261
H: 2.2993 3.8145 1.7271  0.268
H: 1.0330 3.1352 2.7679  0.265
H: 0.5985 4.1852 1.4007  0.250
H: 2.2313 1.6751 -1.4559  0.254
H: 2.3048 3.3585 -0.9733  0.276
H: 0.6590 2.8638 -2.9240  0.271
H: -0.0538 3.7188 -1.5688  0.267
H: -2.2059 2.7920 -3.0754  0.276
H: -3.0428 2.4069 -1.5609  0.269
H: -2.8913 1.1770 -2.8353  0.266
H: -0.2424 0.4180 -3.7442  0.273
H: -0.9080 -0.7685 -2.6003  0.266
H: 0.7630 -0.2098 -2.4230  0.260
F: -2.8927 7.3094 2.9710  -0.236
C: -2.6362 6.0448 2.7466  0.345
C: -2.8141 5.1105 3.7581  0.319
F: -3.2378 5.4978 4.9433  -0.254
C: -2.5366 3.7763 3.5125  0.375
F: -2.7013 2.8996 4.4872  -0.264
C: -2.0846 3.3453 2.2585  -0.393
S: -1.8987 1.6250 2.0566  0.440
C: -1.9232 4.3090 1.2641  0.345
F: -1.5301 3.9387 0.0387  -0.313
C: -2.1901 5.6413 1.4882  0.276
F: -2.0336 6.5267 0.5183  -0.258

Summary:
Kohn-Sham gap (alpha / beta) (eV): 5.929 / 5.933
E_tot (Ha): -3195.97762
Total charge: +2